Computed, not measured: a 11-piece molecular cluster, C42H84O34S overall at a distorted geometry, with wB97M-V/def2-TZVPD.

Structure (XYZ):
```
161
Properties=species:S:1:pos:R:3:forces:R:3
C 25.037819 -8.105809 22.042880 -0.6 -1.2 0.1
C 26.169624 -7.423881 22.804300 -0.4 -0.1 -0.9
O 26.055230 -7.890755 24.127693 -0.7 -0.1 1.9
C 26.619790 -7.166696 25.128732 1.1 0.1 -1.8
O 27.233045 -6.153748 24.917338 -0.2 0.4 0.4
O 26.518826 -7.820324 26.250259 -1.3 -1.7 0.3
C 27.097290 -7.299011 27.442894 0.5 -0.3 -0.4
H 24.954495 -9.169560 22.289161 0.6 -0.1 0.0
H 25.062528 -8.076514 20.954149 0.3 0.4 0.0
H 24.038872 -7.796603 22.360636 0.2 0.7 0.0
H 26.030177 -6.347108 22.699444 0.4 0.0 0.4
H 27.174057 -7.726960 22.499919 -0.2 0.2 -0.6
H 28.164922 -7.249531 27.220549 -0.1 1.3 0.4
H 27.063278 -8.041003 28.240616 -0.7 -0.3 -0.3
H 26.477337 -6.446117 27.710212 1.0 0.5 0.3
C 19.592534 -4.256145 25.803855 -0.1 -0.6 0.9
C 19.701704 -2.776519 26.169520 0.7 -0.7 -1.1
O 20.048419 -2.556140 27.541201 0.6 -0.1 0.0
C 19.194430 -2.655466 28.562525 0.1 0.7 -1.3
O 19.536310 -2.408023 29.681036 -0.3 -0.4 0.4
O 17.967709 -2.941467 28.112922 0.0 -0.1 0.4
C 16.938847 -2.870452 29.091799 -0.6 -0.3 0.4
H 18.633633 -4.724439 26.026652 -0.1 0.1 -0.1
H 20.330914 -4.787959 26.412186 0.0 0.1 0.2
H 19.913684 -4.497769 24.791465 -0.4 0.4 -0.2
H 18.898261 -2.135065 25.815522 -0.3 -0.1 0.4
H 20.581421 -2.505036 25.585612 0.2 0.7 0.5
H 17.044359 -3.639847 29.857197 0.2 0.0 -0.1
H 16.018409 -3.070820 28.547136 0.0 0.2 0.0
H 16.914879 -1.905588 29.596079 0.0 0.1 -0.2
C 20.033675 -10.665538 26.506492 0.6 0.0 -0.5
C 19.028401 -10.622340 27.616734 0.4 -0.5 0.3
O 17.680108 -10.505915 27.137934 0.8 0.1 0.1
C 16.793977 -10.350127 28.105086 -1.7 1.8 -1.1
O 16.972052 -10.111987 29.264338 0.3 -0.6 0.4
O 15.593827 -10.254897 27.466260 -0.2 -0.7 0.1
C 14.468827 -9.915603 28.274645 0.5 0.0 1.7
H 19.810891 -11.424916 25.757578 0.1 -0.1 0.1
H 20.998527 -10.858814 26.983160 -0.1 -0.5 0.0
H 20.266782 -9.740174 25.975341 -0.8 0.3 0.1
H 19.343917 -9.845164 28.315415 -0.7 0.2 0.0
H 19.034224 -11.561371 28.173594 0.4 0.0 0.0
H 13.503405 -10.222873 27.885028 0.4 0.2 -0.9
H 14.523976 -8.858182 28.533392 -0.3 0.1 -0.4
H 14.517246 -10.410590 29.248812 0.3 -0.2 -0.1
C 21.770028 -7.702585 27.576688 -0.4 -0.7 -0.4
C 22.935879 -6.826910 28.031450 0.0 -0.3 -0.4
O 23.711368 -7.561466 28.981861 -0.5 -0.4 0.9
C 24.673037 -6.983711 29.693410 0.5 0.6 -0.6
O 24.993957 -5.814433 29.677211 -0.6 -0.2 0.1
O 25.328439 -7.939985 30.322868 -0.8 -1.2 0.9
C 25.966996 -7.747975 31.606485 0.2 0.9 -0.6
H 22.064758 -8.728552 27.347213 0.6 0.2 -0.2
H 21.290053 -7.318163 26.674121 0.4 0.3 -0.1
H 20.910852 -7.882762 28.228708 0.4 0.7 0.7
H 22.573527 -5.869818 28.406262 0.2 0.0 0.2
H 23.663024 -6.668138 27.232763 -0.5 0.3 -0.4
H 25.977804 -8.706184 32.117666 0.4 -0.1 -0.3
H 25.451913 -7.077115 32.292742 -0.2 0.2 -0.4
H 26.933468 -7.324472 31.340627 0.3 -0.3 0.7
C 26.500039 -9.609832 37.404987 -0.3 0.1 0.0
C 27.516220 -9.091127 36.378528 -1.2 -2.4 0.3
O 27.756528 -7.718809 36.511922 1.1 -0.3 0.4
C 27.278189 -6.862439 35.632251 -0.6 1.5 0.5
O 26.487487 -7.075562 34.756416 0.2 -0.3 -0.5
O 27.717603 -5.645115 36.020304 1.1 -1.2 0.1
C 27.434624 -4.531857 35.215707 -1.5 0.7 -0.7
H 25.484977 -9.272302 37.193006 0.0 0.1 0.0
H 26.743110 -9.360550 38.438092 0.2 0.3 -0.1
H 26.483427 -10.701244 37.382147 0.0 0.0 -0.2
H 27.181480 -9.426275 35.394838 -0.2 0.8 -0.2
H 28.376064 -9.747040 36.534651 0.8 1.0 0.1
H 27.225337 -4.808118 34.180626 0.2 -0.1 0.1
H 28.209262 -3.767820 35.246577 0.3 -0.4 0.3
H 26.508232 -4.094019 35.590989 0.1 0.2 -0.1
C 22.347775 -5.782864 31.927853 -0.4 0.1 0.1
C 23.530280 -5.014719 32.480949 0.4 -1.3 -0.1
O 23.094691 -3.683505 32.726790 0.0 -0.1 0.3
C 23.859174 -2.940027 33.524661 -0.6 0.3 0.0
O 24.832618 -3.287751 34.132524 0.2 0.1 -0.2
O 23.269296 -1.739684 33.546545 0.3 -0.4 -0.3
C 23.949223 -0.631277 34.082827 -0.8 1.4 0.7
H 22.399936 -6.868070 32.033663 0.7 0.0 -0.3
H 22.156912 -5.499337 30.892880 -0.3 -0.1 0.0
H 21.485190 -5.581294 32.567516 -0.1 0.5 -0.3
H 24.388675 -4.954082 31.811011 -0.2 -0.1 -0.2
H 23.874327 -5.582070 33.350022 0.0 0.8 0.5
H 23.131218 0.082819 34.209957 0.2 0.1 0.0
H 24.655070 -0.152008 33.404379 0.2 -0.5 -0.1
H 24.355959 -0.761125 35.085661 0.3 -0.5 -0.2
C 24.838221 -12.068254 25.036410 -0.4 0.7 -0.3
C 23.507666 -11.620783 25.628055 -0.2 0.5 -0.1
O 23.750159 -10.840917 26.807694 0.3 -0.5 0.7
C 23.833699 -11.491641 27.966826 -0.3 0.3 0.4
O 23.413076 -12.595502 28.194063 0.2 -0.1 0.0
O 24.389381 -10.645728 28.837666 0.4 -0.5 -0.3
C 24.280391 -10.928872 30.231625 -0.5 0.2 0.1
H 25.460998 -11.210332 24.779902 -0.1 0.1 -0.1
H 24.639784 -12.644814 24.133057 0.2 -0.1 0.0
H 25.407804 -12.651490 25.759244 -0.2 -0.2 0.0
H 22.850733 -12.482963 25.747166 0.0 0.1 0.7
H 22.903184 -10.846730 25.146860 0.5 -0.5 -1.3
H 25.206707 -10.625972 30.712054 -0.1 0.3 -0.1
H 24.094170 -11.969872 30.491475 -0.1 -0.1 -0.5
H 23.430403 -10.313635 30.528164 0.2 -0.1 0.6
C 18.104609 -6.325568 29.862316 -0.2 0.0 -0.6
C 17.612252 -7.165505 30.999228 1.2 -0.7 1.2
O 17.602210 -6.343739 32.199132 -1.0 1.0 -0.3
C 17.440768 -6.927502 33.384456 1.3 -1.9 -1.0
O 17.362480 -8.125610 33.550770 -0.6 0.5 0.1
O 17.600260 -6.031610 34.331073 -0.1 1.0 0.9
C 17.331633 -6.481751 35.650100 -0.4 -0.3 1.3
H 18.498590 -6.982410 29.083560 0.1 -0.1 0.1
H 18.903709 -5.665492 30.198279 -0.1 0.1 -0.1
H 17.312605 -5.769273 29.359402 0.0 0.2 0.3
H 18.374551 -7.906891 31.246916 -0.2 -0.4 -0.3
H 16.683111 -7.701338 30.818096 -0.2 0.3 0.2
H 17.520618 -5.719844 36.406047 0.0 0.7 -0.7
H 17.945207 -7.297945 36.032439 0.1 -0.3 -0.8
H 16.282959 -6.759164 35.745328 0.0 -0.1 -0.1
C 34.702408 -7.575253 29.511605 -0.3 -1.0 0.1
C 33.196410 -7.618955 29.335851 -0.5 0.6 -0.8
O 32.638865 -6.579446 30.148642 0.9 0.6 0.7
C 31.336550 -6.509852 30.371483 -0.1 -0.9 -1.2
O 30.521960 -7.035731 29.643804 -0.4 0.2 0.6
O 31.142860 -5.822550 31.478226 0.6 0.9 0.0
C 29.817214 -5.414397 31.847986 0.5 -1.2 0.6
H 35.241109 -6.765531 29.024633 -0.5 0.4 0.2
H 35.089531 -8.472291 29.021693 0.1 -0.1 0.3
H 34.906498 -7.614010 30.580578 0.4 0.0 -0.1
H 32.687653 -8.540918 29.619626 0.5 -0.2 0.2
H 32.937931 -7.460573 28.285977 -0.1 0.2 0.0
H 29.952172 -4.944186 32.819839 -0.1 0.3 -0.2
H 29.339316 -6.373137 32.052931 -1.0 0.4 -0.3
H 29.368725 -4.742983 31.121575 -0.1 -0.3 -0.1
C 31.821164 -6.224735 35.101991 0.1 -1.1 -1.8
C 30.946624 -7.457848 35.332845 0.6 0.4 1.3
O 30.017219 -7.711360 34.301355 -0.6 -0.2 -0.3
C 30.108991 -8.858227 33.605312 2.2 0.3 0.2
O 30.986189 -9.686836 33.720844 -0.8 0.2 0.2
O 29.189354 -8.814197 32.680832 -1.4 0.3 -0.4
C 29.138958 -9.849283 31.704657 0.2 -0.4 0.1
H 31.371498 -5.296512 34.747704 -0.6 0.2 1.2
H 32.375681 -6.408436 34.172166 0.6 -0.4 0.3
H 32.501678 -6.214810 35.949410 0.0 0.7 -0.1
H 30.402100 -7.353597 36.274661 -0.3 0.1 -0.2
H 31.611401 -8.306780 35.497191 -0.1 -0.1 -0.4
H 29.798384 -9.583473 30.879235 0.0 -0.1 0.0
H 28.110637 -9.915242 31.356651 0.0 0.1 0.0
H 29.430393 -10.793204 32.162869 0.1 0.0 -0.2
C 22.933137 -1.879758 29.604160 1.4 0.6 1.5
C 23.667325 -3.049858 28.905740 0.6 0.7 0.9
O 23.784558 -2.581403 27.565569 0.3 -0.1 -1.9
S 23.969147 -0.967372 27.508671 -1.5 0.5 0.6
O 23.493538 -0.335682 26.301230 0.1 -1.7 1.3
O 25.255962 -0.546477 27.965320 -0.3 -0.8 0.2
O 22.850964 -0.801873 28.679215 -0.1 0.6 -1.6
H 23.499606 -1.378028 30.394743 0.2 -0.9 0.4
H 21.985430 -2.188552 30.038066 -0.4 0.4 -0.7
H 23.120110 -3.968659 29.112740 -0.4 0.0 -1.3
H 24.675438 -3.325638 29.218350 0.0 0.6 0.5
```
Forces are in eV/Å.

Summary:
E_HOMO in eV: -10.47
E in Ha: -4607.047438
Spin multiplicity: 1
Energy above the lowest of the compared OMol25 structures with the same formula, charge and spin in eV: 2.431